{
  "formula": "C23H27N3O3",
  "method": "wB97M-V/def2-TZVPD",
  "gap_ev": 8.978,
  "e_above_lowest_ev": 1.285,
  "e_homo_ha": -0.305,
  "species": ["C", "C", "C", "O", "C", "C", "C", "C", "C", "C", "N", "C", "C", "O", "N", "C", "C", "N", "C", "C", "C", "C", "C", "C", "C", "C", "C", "C", "O", "H", "H", "H", "H", "H", "H", "H", "H", "H", "H", "H", "H", "H", "H", "H", "H", "H", "H", "H", "H", "H", "H", "H", "H", "H", "H", "H"],
  "coordinates": [[3.67, 0.15, 2.61], [3.16, 0.11, 1.18], [3.37, -1.26, 0.51], [3.19, -1.19, -0.89], [1.89, -1.18, -1.31], [1.60, -0.62, -2.54], [0.30, -0.64, -3.02], [-0.71, -1.19, -2.26], [-0.43, -1.74, -1.02], [0.87, -1.76, -0.54], [1.22, -2.39, 0.67], [0.26, -3.24, 1.34], [-0.87, -2.48, 2.04], [-1.94, -3.01, 2.28], [-0.55, -1.23, 2.42], [-1.51, -0.34, 3.01], [-2.47, 0.25, 1.97], [-1.78, 0.74, 0.79], [-0.99, 1.94, 1.01], [-0.06, 2.14, -0.19], [-0.84, 2.17, -1.47], [-0.31, 2.75, -2.61], [-1.02, 2.75, -3.80], [-2.28, 2.17, -3.84], [-2.82, 1.59, -2.71], [-2.10, 1.58, -1.51], [-2.72, 0.97, -0.29], [2.47, -2.28, 1.19], [2.82, -2.89, 2.19], [3.22, -0.64, 3.21], [4.75, 0.01, 2.63], [3.44, 1.11, 3.06], [3.68, 0.85, 0.57], [2.09, 0.36, 1.15], [4.41, -1.58, 0.66], [2.40, -0.20, -3.12], [0.08, -0.21, -3.99], [-1.73, -1.19, -2.62], [-1.23, -2.16, -0.43], [0.82, -3.79, 2.11], [-0.18, -3.96, 0.64], [0.30, -0.82, 2.06], [-2.10, -0.91, 3.73], [-0.97, 0.44, 3.55], [-3.09, 1.03, 2.44], [-3.13, -0.56, 1.64], [-1.63, 2.83, 1.14], [-0.39, 1.82, 1.92], [0.64, 1.31, -0.24], [0.51, 3.07, -0.07], [0.67, 3.20, -2.57], [-0.60, 3.20, -4.68], [-2.85, 2.17, -4.76], [-3.80, 1.14, -2.74], [-3.55, 1.63, 0.04], [-3.17, 0.01, -0.56]]
}

---

{
  "formula": "C14H29ClF3N5O5S2",
  "method": "wB97M-V/def2-TZVPD",
  "gap_ev": 6.583,
  "e_homo_ha": -0.284,
  "species": ["C", "C", "C", "Cl", "N", "C", "N", "C", "C", "N", "C", "C", "C", "C", "C", "C", "N", "S", "C", "O", "O", "N", "H", "H", "H", "H", "H", "H", "H", "H", "H", "H", "H", "H", "H", "H", "H", "H", "H", "H", "H", "H", "H", "H", "H", "H", "H", "H", "H", "H", "H", "C", "F", "F", "F", "S", "O", "O", "O"],
  "coordinates": [[2.88, 1.39, 3.86], [1.75, 0.45, 3.43], [2.24, -0.58, 2.42], [2.72, 0.15, 0.87], [1.32, -1.69, 2.19], [0.11, -1.56, 1.68], [-0.78, -2.55, 1.48], [-1.70, -2.11, 0.41], [-1.34, -2.67, -0.97], [0.11, -2.79, -1.12], [0.67, -4.13, -0.96], [-1.68, -0.57, 0.62], [-1.95, 0.32, -0.57], [-0.73, 0.45, -1.49], [0.08, 1.75, -1.38], [-0.10, 2.63, -0.13], [-1.20, 3.62, -0.31], [-3.05, -0.17, 1.81], [-2.88, -1.16, 3.28], [-4.26, -0.53, 1.12], [-2.91, 1.21, 2.22], [-0.39, -0.34, 1.30], [3.63, 0.89, 4.46], [2.44, 2.21, 4.42], [3.34, 1.83, 2.98], [0.96, 1.05, 3.00], [1.34, -0.08, 4.29], [3.15, -1.03, 2.82], [1.62, -2.61, 2.44], [-0.40, -3.49, 1.39], [-2.68, -2.50, 0.68], [-1.72, -2.01, -1.74], [-1.86, -3.63, -1.08], [0.42, -2.36, -1.97], [1.40, -4.16, -0.14], [-0.10, -4.86, -0.73], [1.20, -4.47, -1.85], [-2.36, 1.28, -0.27], [-2.77, -0.16, -1.11], [-1.03, 0.36, -2.52], [-0.05, -0.39, -1.29], [1.14, 1.49, -1.44], [-0.10, 2.36, -2.26], [0.82, 3.19, 0.02], [-0.29, 2.07, 0.78], [-0.88, 4.53, -0.01], [-1.95, 3.39, 0.34], [-3.39, -2.11, 3.11], [-3.43, -0.60, 4.04], [-1.85, -1.30, 3.56], [0.30, 0.04, 0.64], [1.89, 3.33, -5.19], [2.54, 3.59, -4.04], [0.73, 4.00, -5.14], [2.62, 3.86, -6.18], [1.63, 1.52, -5.42], [0.84, 1.19, -4.24], [2.98, 1.00, -5.42], [0.92, 1.45, -6.67]]
}

---

{
  "formula": "C4H3N3O",
  "method": "wB97M-V/def2-TZVPD",
  "gap_ev": 9.379,
  "e_above_lowest_ev": 5.293,
  "e_homo_ha": -0.340,
  "species": ["C", "C", "C", "C", "H", "H", "H", "N", "N", "N", "O"],
  "coordinates": [[1.69, 0.64, -0.13], [0.14, -0.89, -0.11], [-1.16, 0.81, -0.01], [0.26, 0.44, -0.23], [2.47, 1.40, -0.08], [-2.88, -0.53, 0.38], [-1.49, 1.94, 0.52], [2.29, -0.42, -0.08], [-0.99, -1.58, -0.10], [-1.77, -0.41, -0.22], [1.45, -1.40, 0.05]]
}

---

{
  "formula": "C13H15ClO",
  "method": "wB97M-V/def2-TZVPD",
  "gap_ev": [6.552, 6.283],
  "s_squared": 2.0099,
  "e_homo_ha": [-0.233, -0.280],
  "multiplicity": 3,
  "species": ["C", "C", "C", "C", "C", "C", "C", "C", "C", "C", "C", "C", "C", "O", "Cl", "H", "H", "H", "H", "H", "H", "H", "H", "H", "H", "H", "H", "H", "H", "H"],
  "coordinates": [[1.04, -0.55, -2.76], [0.07, 0.41, -2.80], [0.03, 0.59, -0.40], [1.66, -1.08, -1.59], [1.05, -0.48, -0.28], [-0.59, 0.93, -1.59], [3.01, -1.23, -1.59], [0.06, -1.30, 0.69], [1.94, -0.40, 0.99], [1.06, -1.32, 1.91], [-1.58, 2.08, -1.64], [0.63, -0.85, 3.35], [-2.13, -1.06, -0.14], [-1.27, -1.20, 0.92], [3.76, -2.09, -2.83], [1.31, -0.92, -3.67], [-0.29, 0.74, -3.80], [-0.32, 1.03, 0.59], [2.98, -0.78, 0.85], [2.09, 0.69, 1.20], [1.41, -2.34, 2.08], [-2.51, 1.83, -1.01], [-1.12, 3.01, -1.26], [-1.92, 2.16, -2.66], [0.38, 0.23, 3.27], [1.47, -0.95, 4.05], [-0.15, -1.46, 3.81], [-2.74, -1.88, -0.29], [-1.74, -0.95, -1.19], [-2.88, -0.19, -0.06]]
}

---

{
  "formula": "C2H4N2O",
  "method": "wB97M-V/def2-TZVPD",
  "gap_ev": 10.844,
  "e_above_lowest_ev": 4.709,
  "e_homo_ha": -0.365,
  "species": ["C", "N", "C", "N", "O", "H", "H", "H", "H"],
  "coordinates": [[-1.14, 0.49, 0.07], [0.22, 0.26, -0.37], [1.00, -0.99, -0.25], [1.99, -0.44, 0.37], [1.28, 0.77, 0.48], [-1.15, 1.53, 0.14], [-1.73, 0.29, -0.77], [-1.25, 0.08, 1.10], [0.79, -1.98, -0.76]]
}

---

{
  "formula": "C22H32N4O4S",
  "method": "wB97M-V/def2-TZVPD",
  "gap_ev": 7.552,
  "e_above_lowest_ev": 23.968,
  "e_homo_ha": -0.266,
  "species": ["C", "H", "O", "C", "C", "C", "C", "C", "C", "H", "H", "N", "S", "O", "O", "C", "C", "N", "N", "C", "C", "H", "H", "H", "C", "H", "H", "H", "C", "H", "H", "H", "C", "H", "C", "O", "N", "H", "C", "C", "C", "C", "C", "C", "H", "C", "H", "H", "H", "H", "H", "H", "H", "H", "H", "H", "H", "H", "H", "H", "H", "H", "H"],
  "coordinates": [[-6.44, -3.03, -0.72], [-6.06, -3.28, -1.83], [-5.27, -3.18, 0.07], [-4.23, -2.59, -0.09], [-3.25, -3.00, 0.71], [-2.12, -2.25, 0.85], [-1.92, -1.34, -0.03], [-2.86, -0.93, -1.24], [-4.10, -1.60, -1.16], [-4.76, -1.44, -1.81], [-2.75, -0.02, -1.88], [-0.69, -0.47, -0.32], [-0.27, 0.30, 0.98], [1.15, 0.62, 1.32], [-1.10, 0.02, 2.07], [-0.93, 2.02, 0.67], [-0.06, 2.93, 0.08], [-1.01, 4.02, -0.20], [-2.13, 3.84, -0.05], [-2.23, 2.56, 0.63], [-3.46, 1.78, 0.88], [-3.25, 1.16, 1.89], [-3.87, 1.36, 0.19], [-4.20, 2.54, 1.53], [-0.69, 5.52, -1.09], [-0.02, 5.98, -0.17], [-0.14, 5.06, -1.79], [-1.61, 6.01, -1.07], [1.28, 3.17, -0.07], [1.66, 2.93, -1.14], [1.72, 4.33, -0.01], [1.83, 2.47, 0.34], [-0.07, -0.01, -1.46], [-0.52, 0.82, -1.74], [1.39, -0.05, -1.57], [2.00, 1.05, -2.24], [2.09, -0.95, -1.10], [1.54, -1.42, 0.06], [3.50, -0.99, -0.82], [3.77, -2.34, -0.34], [5.45, -2.85, -0.49], [6.12, -2.39, 0.80], [5.82, -1.21, 1.33], [5.48, -0.14, 0.42], [6.00, 0.02, -0.61], [4.19, -0.01, 0.08], [3.89, 0.90, -0.33], [3.60, -0.14, 1.07], [5.83, 1.02, 0.79], [4.96, -1.28, 2.05], [6.81, -0.84, 1.86], [7.32, -2.37, 0.16], [6.38, -3.23, 1.17], [5.55, -3.92, -0.78], [5.84, -2.28, -1.40], [3.33, -3.05, -0.84], [3.59, -2.69, 0.54], [3.81, -0.83, -1.80], [-0.40, -0.64, -2.25], [-1.14, -2.38, 1.81], [-3.40, -3.62, 1.55], [-7.25, -3.70, -0.39], [-6.79, -1.99, -0.82]]
}

---

no.,total energy (Ha)
1,-1282.68417
2,-2756.94396
3,-393.52488
4,-1039.47610
5,-263.19022
6,-1774.88732